Record 1
The following is a DFT calculation (ωB97M-V/def2-TZVPD) of a 2-piece molecular cluster, C3H11NOS2 overall in a non-equilibrium geometry.

Each line ends with the natural charge from an NBO analysis.
Element x y z (Å)
C  -0.882  0.441  -2.105  -0.409
N  -1.044  0.478  -0.661  -0.633
C  0.121  1.051  -0.004  -0.237
C  -0.127  1.265  1.476  -0.535
S  -0.463  -0.261  2.400  0.108
S  1.372  -1.210  2.317  -0.182
H  -0.840  1.461  -2.489  0.183
H  -1.730  -0.074  -2.556  0.201
H  0.016  -0.096  -2.445  0.170
H  -1.178  -0.473  -0.335  0.369
H  1.004  0.423  -0.178  0.175
H  0.303  2.034  -0.442  0.195
H  -1.016  1.879  1.613  0.236
H  0.701  1.812  1.926  0.220
H  1.870  -0.770  3.471  0.139
O  0.323  -2.444  -0.816  -0.941
H  0.773  -3.181  -1.205  0.470
H  0.796  -2.337  0.032  0.472

For the frontier orbital gap, the calculation gives 9.04 eV. The value obtained for the HOMO energy is -8.66 eV. The energy above the lowest of the compared OMol25 structures with the same formula, charge and spin comes out at 17.20 kJ/mol.

=====

Record 2
The following is a DFT calculation (ωB97M-V/def2-TZVPD) of a 2-piece molecular cluster, C3H11NOS2 overall in a non-equilibrium geometry.

Each line ends with the natural charge from an NBO analysis.
Element x y z (Å)
C  0.564  -2.262  -1.606  -0.415
N  0.946  -1.182  -0.741  -0.662
C  -0.094  -0.153  -0.435  -0.230
C  -0.725  0.638  -1.626  -0.517
S  -1.587  2.336  -1.216  0.042
S  -3.629  1.784  -1.160  -0.153
H  1.303  -2.590  -2.448  0.207
H  -0.339  -1.869  -2.111  0.186
H  0.227  -3.179  -1.028  0.183
H  1.829  -0.744  -0.687  0.377
H  -0.782  -0.705  0.113  0.189
H  0.375  0.688  0.314  0.205
H  -1.245  0.229  -2.609  0.245
H  0.042  1.308  -2.019  0.205
H  -3.721  1.865  0.212  0.138
O  2.424  1.361  6.042  -0.928
H  1.726  1.793  5.591  0.463
H  2.688  0.683  5.414  0.465

For the frontier orbital gap, the calculation gives 8.99 eV. The value obtained for the HOMO energy is -8.62 eV. The energy above the lowest of the compared OMol25 structures with the same formula, charge and spin comes out at 211.28 kJ/mol.

=====

Record 3
The following is a DFT calculation (ωB97M-V/def2-TZVPD) of a 2-piece molecular cluster, C3H11NOS2 overall in a non-equilibrium geometry.

Each line ends with the natural charge from an NBO analysis.
Element x y z (Å)
C  -2.994  1.114  0.132  -0.408
N  -2.230  -0.195  0.398  -0.650
C  -1.078  -0.178  1.247  -0.235
C  -0.465  -1.597  1.307  -0.483
S  0.449  -1.743  -0.303  0.057
S  1.789  -0.088  -0.488  -0.177
H  -2.813  1.826  0.928  0.197
H  -4.010  0.984  -0.083  0.202
H  -2.531  1.446  -0.823  0.182
H  -1.907  -0.576  -0.507  0.365
H  -0.344  0.732  1.080  0.167
H  -1.185  0.051  2.364  0.188
H  -1.058  -2.476  1.305  0.246
H  0.258  -1.552  2.090  0.215
H  2.166  0.326  0.739  0.133
O  1.850  3.468  -1.427  -0.927
H  1.096  3.019  -1.079  0.466
H  2.556  3.114  -0.833  0.462

For the frontier orbital gap, the calculation gives 8.43 eV. The value obtained for the HOMO energy is -8.42 eV. The energy above the lowest of the compared OMol25 structures with the same formula, charge and spin comes out at 180.45 kJ/mol.

=====

Record 4
The following is a DFT calculation (ωB97M-V/def2-TZVPD) of a 2-piece molecular cluster, C3H11NOS2 overall in a non-equilibrium geometry.

Each line ends with the natural charge from an NBO analysis.
Element x y z (Å)
S  1.410  0.034  -3.469  0.198
S  -0.341  -0.809  -2.680  0.391
C  -1.432  0.236  -1.411  -0.388
C  -1.882  -0.695  -0.294  -0.470
C  -1.090  -0.527  1.026  -0.203
N  -1.634  -1.181  2.151  -0.833
H  1.286  1.232  -2.788  0.180
H  -2.150  0.641  -2.110  0.263
H  -0.725  0.946  -0.974  0.237
H  -1.906  -1.732  -0.681  0.231
H  -2.976  -0.600  -0.181  0.266
H  -1.104  0.581  1.188  0.190
H  -0.056  -0.769  0.793  0.171
H  -1.715  -0.679  3.013  0.392
H  -1.152  -2.053  2.323  0.374
H  4.915  1.370  0.800  0.450
H  4.985  2.105  2.028  0.462
O  5.564  1.900  1.266  -0.912

For the frontier orbital gap (spin up / spin down), the calculation gives 7.43 / 4.92 eV. The value obtained for the HOMO energy (spin up / spin down) is -12.84 / -12.83 eV. Its multiplicity is 2. The energy above the lowest of the compared OMol25 structures with the same formula, charge and spin comes out at 109.04 kJ/mol. As for the charge: +1.

=====

Record 5
The following is a DFT calculation (ωB97M-V/def2-TZVPD) of a 2-piece molecular cluster, C3H11NS overall in a non-equilibrium geometry.

Each line ends with the natural charge from an NBO analysis.
Element x y z (Å)
C  1.587  0.521  -1.354  -0.616
C  1.011  -0.788  -0.828  -0.402
C  -0.531  -0.753  -0.828  -0.249
N  -1.127  -1.989  -0.285  -0.854
H  1.272  0.748  -2.382  0.204
H  1.175  1.261  -0.658  0.208
H  2.680  0.570  -1.313  0.212
H  1.311  -1.627  -1.468  0.203
H  1.375  -0.965  0.187  0.195
H  -0.939  0.145  -0.339  0.202
H  -0.798  -0.743  -1.891  0.178
H  -1.516  -2.507  -1.061  0.364
H  -1.852  -1.764  0.384  0.355
S  -0.389  1.506  1.612  -0.338
H  -1.363  0.574  1.838  0.147
H  -0.029  -0.103  1.361  0.191

For the frontier orbital gap, the calculation gives 9.58 eV. The value obtained for the HOMO energy is -9.33 eV. The energy above the lowest of the compared OMol25 structures with the same formula, charge and spin comes out at 190.03 kJ/mol.

=====

Record 6
The following is a DFT calculation (ωB97M-V/def2-TZVPD) of a 2-piece molecular cluster, C3H11NS overall in a non-equilibrium geometry.

Each line ends with the natural charge from an NBO analysis.
Element x y z (Å)
C  0.580  0.557  1.777  -0.624
C  -0.455  0.348  0.693  -0.221
N  -0.037  -0.674  -0.258  -0.605
C  -1.147  -1.171  -1.071  -0.413
H  1.479  1.028  1.384  0.236
H  0.203  1.224  2.552  0.219
H  0.839  -0.394  2.245  0.198
H  -1.445  0.138  1.121  0.175
H  -0.651  1.274  0.141  0.197
H  0.378  -1.432  0.255  0.370
H  -1.900  -1.691  -0.474  0.183
H  -0.815  -1.881  -1.826  0.211
H  -1.576  -0.305  -1.570  0.203
S  2.108  0.952  -1.640  -0.501
H  1.023  0.049  -1.163  0.241
H  1.415  1.979  -2.163  0.133

For the frontier orbital gap, the calculation gives 9.38 eV. The value obtained for the HOMO energy is -8.48 eV. The energy above the lowest of the compared OMol25 structures with the same formula, charge and spin comes out at 55.94 kJ/mol.

=====

Record 7
The following is a DFT calculation (ωB97M-V/def2-TZVPD) of a 2-piece molecular cluster, C3H11NS2 overall in a non-equilibrium geometry.

Each line ends with the natural charge from an NBO analysis.
Element x y z (Å)
C  2.267  -0.554  -2.263  -0.638
C  2.095  0.936  -1.829  -0.226
N  2.335  0.979  -0.335  -0.844
H  1.928  -1.337  -1.571  0.225
H  1.786  -0.660  -3.255  0.219
H  3.323  -0.742  -2.464  0.206
H  2.766  1.724  -2.292  0.185
H  1.044  1.306  -1.836  0.188
H  3.181  0.312  -0.232  0.340
H  2.734  1.855  -0.028  0.353
C  -0.231  0.951  1.242  -0.794
S  -1.304  -0.352  1.755  0.107
S  -2.203  -0.809  0.004  -0.170
H  0.226  0.570  0.164  0.265
H  0.622  0.909  1.962  0.238
H  -0.688  1.914  1.092  0.214
H  -1.951  -2.118  -0.239  0.130

For the frontier orbital gap, the calculation gives 9.02 eV. The value obtained for the HOMO energy is -8.25 eV. The energy above the lowest of the compared OMol25 structures with the same formula, charge and spin comes out at 122.75 kJ/mol.

=====

Record 8
The following is a DFT calculation (ωB97M-V/def2-TZVPD) of a 2-piece molecular cluster, C3H11NS2 overall.

Each line ends with the natural charge from an NBO analysis.
Element x y z (Å)
C  0.958  -0.751  -2.739  -0.742
S  0.678  0.125  -1.187  0.063
S  1.059  -1.461  0.091  0.072
C  0.914  -0.549  1.640  -0.743
H  1.952  -1.186  -2.780  0.224
H  0.185  -1.497  -2.893  0.221
H  0.885  0.011  -3.510  0.233
H  -0.083  -0.117  1.710  0.214
H  1.043  -1.293  2.424  0.236
H  1.662  0.228  1.741  0.222
C  -2.999  1.339  1.628  -0.415
N  -2.096  2.486  1.557  -0.833
H  -2.869  0.580  0.847  0.168
H  -4.026  1.692  1.585  0.193
H  -2.876  0.851  2.596  0.187
H  -1.134  2.173  1.522  0.348
H  -2.272  3.034  0.724  0.352

For the frontier orbital gap, the calculation gives 8.49 eV. The value obtained for the HOMO energy is -7.94 eV. The energy above the lowest of the compared OMol25 structures with the same formula, charge and spin comes out at 37.90 kJ/mol.

=====

Record 9
The following is a DFT calculation (ωB97M-V/def2-TZVPD) of a 2-piece molecular cluster, C3H11O overall in a non-equilibrium geometry.

Each line ends with the natural charge from an NBO analysis.
Element x y z (Å)
O  2.793  0.137  -2.077  -0.760
H  3.385  0.926  -1.953  0.580
H  3.087  -0.700  -1.690  0.589
H  1.986  0.536  -1.644  0.584
C  -2.225  0.111  0.140  -0.611
C  -1.173  -0.373  1.138  -0.418
C  0.258  -0.017  0.764  -0.613
H  -3.188  0.194  0.639  0.233
H  -1.904  1.015  -0.346  0.199
H  -2.439  -0.675  -0.593  0.210
H  -1.264  0.088  2.141  0.211
H  -1.360  -1.412  1.444  0.224
H  0.428  0.844  0.092  0.164
H  0.735  -0.920  0.333  0.181
H  0.882  0.245  1.613  0.226

For the frontier orbital gap, the calculation gives 8.54 eV. The value obtained for the HOMO energy is -13.98 eV. The energy above the lowest of the compared OMol25 structures with the same formula, charge and spin comes out at 78.15 kJ/mol. As for the charge: +1.

=====

Record 10
The following is a DFT calculation (ωB97M-V/def2-TZVPD) of a 4-piece molecular cluster, C3H11O2S overall in a non-equilibrium geometry.

Each line ends with the natural charge from an NBO analysis.
Element x y z (Å)
C  0.785  1.238  -0.247  -0.682
C  -0.384  0.497  0.405  -0.153
C  -1.720  0.898  -0.247  -0.570
S  -1.600  0.425  -1.995  -0.458
H  1.724  1.368  0.389  0.240
H  1.325  0.805  -1.098  0.247
H  0.582  2.235  -0.708  0.222
H  -0.314  0.434  1.520  0.279
H  -0.286  -0.624  0.057  0.009
H  -2.514  0.507  0.292  0.199
H  -1.705  2.005  -0.244  0.258
H  0.290  -1.221  -0.396  0.335
H  1.810  -2.014  -0.086  0.406
O  2.411  -1.671  0.683  -1.043
H  1.637  -1.738  3.376  0.421
H  1.853  -1.506  1.657  0.492
O  1.227  -1.186  2.777  -1.201

For the frontier orbital gap, the calculation gives 5.94 eV. The value obtained for the HOMO energy is -4.48 eV. The energy above the lowest of the compared OMol25 structures with the same formula, charge and spin comes out at 603.65 kJ/mol. As for the charge: -1.

=====

Record 11
The following is a DFT calculation (ωB97M-V/def2-TZVPD) of C3H11O4 as an isolated structure in a non-equilibrium geometry.

Each line ends with the natural charge from an NBO analysis.
Element x y z (Å)
C  0.233  0.911  0.900  0.100
C  1.350  0.027  1.367  -0.128
O  1.404  -1.155  0.630  -0.892
C  -1.173  0.583  1.283  -0.521
O  -0.643  2.738  -1.475  -1.335
H  -0.698  0.032  0.368  0.383
H  0.526  1.455  -0.020  0.297
H  2.306  0.543  1.434  0.159
H  1.108  -0.245  2.430  0.105
H  0.285  -2.373  0.274  0.513
H  -1.379  -0.052  2.151  0.233
H  -2.019  1.216  1.031  0.264
H  -1.489  3.067  -1.786  0.414
H  -0.559  0.958  -1.528  0.512
O  -0.438  0.007  -1.796  -1.023
H  -0.636  -2.495  -0.987  0.469
H  0.475  -0.240  -1.571  0.470
O  -0.401  -2.940  -0.171  -1.021

For the frontier orbital gap, the calculation gives 6.37 eV. The value obtained for the HOMO energy is -3.96 eV. The energy above the lowest of the compared OMol25 structures with the same formula, charge and spin comes out at 492.90 kJ/mol. As for the charge: -1.

=====

Record 12
The following is a DFT calculation (ωB97M-V/def2-TZVPD) of one molecule with the formula C3H12BCl2N2O2P3 in a non-equilibrium geometry.

Each line ends with the natural charge from an NBO analysis.
Element x y z (Å)
C  -1.643  -2.002  0.414  -0.691
C  -2.371  -0.633  -0.149  0.021
Cl  -4.177  -0.851  -0.650  -0.016
C  -1.656  0.668  -0.258  -0.397
Cl  -2.633  2.164  -0.879  -0.009
P  0.182  0.946  0.168  0.309
P  0.542  1.061  -2.017  0.873
N  2.057  1.596  -2.332  -1.318
P  -0.213  1.057  2.318  1.016
O  0.941  1.878  3.083  -1.052
B  1.541  -0.386  0.358  0.924
N  2.048  -1.137  -0.881  -1.203
O  2.143  -0.822  1.657  -0.910
H  -1.208  -1.720  1.488  0.234
H  -2.400  -2.893  0.513  0.272
H  -0.735  -2.343  -0.263  0.240
H  0.624  2.348  0.244  0.125
H  0.299  -0.240  -2.648  -0.023
H  -0.371  2.008  -2.608  -0.013
H  1.913  2.494  -2.857  0.367
H  -0.317  -0.251  2.955  -0.046
H  -1.480  1.769  2.499  -0.033
H  2.090  -2.167  -0.704  0.390
H  2.962  -0.744  -1.195  0.447
H  1.860  -1.801  1.741  0.493

For the frontier orbital gap, the calculation gives 6.61 eV. The value obtained for the HOMO energy is -8.12 eV. The energy above the lowest of the compared OMol25 structures with the same formula, charge and spin comes out at 405.01 kJ/mol.

=====

Record 13
The following is a DFT calculation (ωB97M-V/def2-TZVPD) of a 2-piece molecular cluster, C3H12ClNSi2 overall in a non-equilibrium geometry.

Each line ends with the natural charge from an NBO analysis.
Element x y z (Å)
C  -2.236  -0.853  0.945  -0.611
C  -0.532  -1.274  -1.653  -0.454
C  -1.042  0.035  0.333  -0.244
N  -0.078  -0.773  -0.392  -0.550
Si  2.109  1.847  1.222  0.370
Si  2.085  0.724  -0.902  0.802
Cl  3.230  -0.888  -0.731  -0.339
H  -1.940  -1.630  1.722  0.208
H  -2.899  -0.205  1.367  0.200
H  -2.779  -1.328  0.098  0.199
H  0.401  -1.645  -2.189  0.206
H  -1.363  -2.089  -1.497  0.187
H  -1.219  -0.559  -2.218  0.156
H  -1.638  0.690  -0.327  0.149
H  -0.445  0.543  1.056  0.194
H  1.593  3.197  1.278  -0.128
H  3.453  1.623  1.943  -0.107
H  1.306  1.194  2.256  -0.120
H  1.994  1.392  -2.311  -0.118

For the frontier orbital gap (spin up / spin down), the calculation gives 7.09 / 6.78 eV. The value obtained for the HOMO energy (spin up / spin down) is -7.67 / -7.33 eV. The energy above the lowest of the compared OMol25 structures with the same formula, charge and spin comes out at 586.76 kJ/mol.

=====

Record 14
The following is a DFT calculation (ωB97M-V/def2-TZVPD) of C3H12ClO3V as an isolated structure in a non-equilibrium geometry.

Each line ends with the natural charge from an NBO analysis.
Element x y z (Å)
V  -14.538  9.193  -19.544  1.670
Cl  -14.826  8.805  -17.141  -0.733
C  -15.753  9.529  -13.630  -0.279
O  -14.959  8.458  -13.970  -0.606
H  -15.570  9.754  -12.579  0.213
H  -15.575  10.418  -14.236  0.156
H  -16.827  9.361  -13.713  0.233
H  -15.144  8.274  -14.894  0.486
C  -12.413  10.995  -13.602  -0.281
O  -12.675  10.745  -14.936  -0.288
H  -11.630  11.732  -13.423  0.258
H  -13.369  11.324  -13.194  0.280
H  -12.182  10.026  -13.160  0.303
H  -13.444  10.172  -14.989  0.514
C  -13.666  12.114  -18.125  -0.275
O  -13.996  11.383  -19.285  -0.811
H  -13.852  13.185  -18.205  0.229
H  -14.091  11.665  -17.227  0.199
H  -12.612  12.010  -17.868  0.199
H  -13.914  12.044  -19.976  0.533

For the frontier orbital gap (spin up / spin down), the calculation gives 8.30 / 4.09 eV. The value obtained for the HOMO energy (spin up / spin down) is -17.70 / -16.64 eV. Its multiplicity is 5. The energy above the lowest of the compared OMol25 structures with the same formula, charge and spin comes out at 91.35 kJ/mol. As for the charge: +2.